(1)
Computed, not measured: an isolated molecule of C3H8N4 in a non-equilibrium geometry, with wB97M-V/def2-TZVPD.

Summary:
highest occupied orbital energy: -0.31940 Eh
net charge: 0
LUMO: 0.03093 hartree
largest force on an atom: 0.03698 Eh/bohr
DFT total energy: -9200.1420 eV
SMILES: [H]/N=C1/NCCNN1
Kohn-Sham gap: 9.53 eV
spin multiplicity: 1

Geometry as XYZ:
```
15
Properties=species:S:1:pos:R:3:nbo_charge:R:1
H -1.973 0.311 -2.361 0.328
N -2.201 0.148 -1.366 -0.751
C -1.102 -0.004 -0.745 0.555
N -1.074 -0.338 0.574 -0.627
C 0.066 -0.100 1.408 -0.225
C 1.379 -0.387 0.646 -0.242
N 1.372 0.314 -0.670 -0.426
N 0.176 -0.081 -1.366 -0.501
H -2.024 -0.316 0.987 0.409
H -0.020 -0.675 2.313 0.212
H 0.139 0.997 1.669 0.159
H 1.557 -1.445 0.480 0.206
H 2.250 -0.011 1.187 0.207
H 1.271 1.296 -0.454 0.322
H 0.184 0.290 -2.301 0.374
```



(2)
Computed, not measured: a structure of composition C33H36IrN7O3S5Te in a non-equilibrium geometry, with wB97M-V/def2-TZVPD.

Summary:
highest occupied orbital energy (spin up / spin down): -0.21718 / -0.27381 Eh
net charge: 0
LUMO (spin up / spin down): -0.02265 / -0.05448 hartree
largest force on an atom: 0.07006 Eh/bohr
DFT total energy: -115681.2627 eV
Kohn-Sham gap (spin up / spin down): 5.29 / 5.97 eV
spin multiplicity: 5

Geometry as XYZ:
```
86
Properties=species:S:1:pos:R:3:lowdin_spin:R:1
Ir 0.337 2.399 1.824 1.620
N -1.297 3.706 2.477 0.121
N -2.384 2.777 2.730 0.039
C -2.624 2.418 4.016 0.066
N -3.770 1.760 4.151 0.039
S -0.752 0.252 1.973 0.028
H -0.997 4.175 3.332 0.007
H -1.590 4.351 1.746 0.006
H -3.177 2.824 2.084 0.004
H -4.426 1.770 3.373 0.002
H -4.029 1.286 5.024 0.000
S 1.179 1.852 4.144 0.037
C 2.407 1.274 3.184 0.010
N 2.351 1.484 1.854 0.115
C 3.537 1.108 1.215 0.012
C 3.900 1.311 -0.127 0.001
C 5.127 0.819 -0.576 0.000
C 5.920 0.029 0.277 0.001
C 5.600 -0.164 1.627 0.001
C 4.424 0.395 2.101 0.007
S 3.792 0.317 3.750 0.006
H 3.147 1.777 -0.785 0.001
H 5.471 0.986 -1.594 0.000
H 6.850 -0.386 -0.113 0.000
H 6.280 -0.721 2.287 0.000
O 2.113 6.206 0.566 0.027
S 1.842 4.775 0.699 0.110
N 1.132 4.174 1.968 0.392
C -4.176 -5.991 -0.555 0.000
C -3.471 -4.628 -0.512 0.001
C -3.611 -3.802 0.605 0.000
C -3.045 -2.496 0.675 0.002
C -3.357 -1.604 1.859 0.002
C -2.228 -2.072 -0.385 0.004
Te -1.168 -0.136 -0.293 0.034
N -0.266 2.608 0.058 0.294
C -0.229 3.544 -0.894 0.029
O 0.499 4.585 -0.804 0.121
C -0.966 3.440 -2.153 0.005
C -0.466 4.035 -3.315 -0.001
C -1.198 4.006 -4.502 0.001
C -2.378 3.265 -4.598 -0.003
C -2.768 2.546 -3.465 0.001
C -2.111 2.669 -2.246 0.001
C 0.892 -1.079 -0.666 0.005
C 1.617 -0.792 -1.873 0.000
C 1.182 0.319 -2.826 0.000
C 2.796 -1.478 -2.170 0.000
C 3.309 -2.460 -1.303 0.000
C 4.591 -3.217 -1.587 0.000
C 2.613 -2.711 -0.110 0.000
C 1.409 -2.054 0.206 0.001
C 0.806 -2.383 1.561 0.002
C -2.089 -2.863 -1.545 0.001
C -1.398 -2.349 -2.808 0.001
C -2.689 -4.145 -1.572 0.000
H -4.844 -6.080 0.324 0.000
H -3.479 -6.853 -0.526 0.000
H -4.775 -6.096 -1.467 0.000
H -4.231 -4.134 1.449 0.000
H -4.227 -2.035 2.407 0.000
H -3.600 -0.573 1.555 0.001
H -2.560 -1.534 2.613 0.000
H 0.482 4.578 -3.297 0.000
H -0.862 4.600 -5.342 0.000
H -2.951 3.199 -5.520 0.000
H -3.623 1.891 -3.539 0.000
H -2.488 2.138 -1.370 0.001
H 1.070 1.273 -2.290 0.000
H 0.263 0.096 -3.367 0.000
H 1.931 0.450 -3.593 0.000
H 3.349 -1.244 -3.087 0.000
H 4.754 -3.376 -2.664 0.000
H 4.537 -4.215 -1.125 0.000
H 5.480 -2.725 -1.183 0.000
H 3.038 -3.446 0.587 0.000
H 1.407 -3.242 1.956 0.000
H -0.255 -2.683 1.544 0.000
H 0.977 -1.540 2.244 0.001
H -1.934 -1.513 -3.288 0.000
H -1.386 -3.169 -3.555 0.000
H -0.368 -2.031 -2.650 0.000
H -2.538 -4.780 -2.464 0.000
O -2.418 0.744 6.450 0.304
S -1.478 1.878 6.274 0.452
N -1.733 2.714 4.935 0.087
```



(3)
Computed, not measured: an isolated molecule of C4H2O2 in a non-equilibrium geometry, with wB97M-V/def2-TZVPD.

Summary:
highest occupied orbital energy: -0.33663 Eh
net charge: 0
LUMO: -0.02849 hartree
largest force on an atom: 0.02075 Eh/bohr
DFT total energy: -8269.7603 eV
Kohn-Sham gap: 8.39 eV
spin multiplicity: 1

Geometry as XYZ:
```
8
Properties=species:S:1:pos:R:3:nbo_charge:R:1
O -2.484 -0.930 -0.550 -0.530
C -1.896 -0.266 0.240 0.566
C -0.037 0.039 0.165 0.268
O -0.929 0.884 -0.234 -0.456
C 1.331 0.199 -0.152 -0.182
C 2.530 0.114 -0.288 -0.086
H -2.066 -0.098 1.309 0.175
H 3.596 0.111 -0.461 0.246
```



(4)
Computed, not measured: the ion C6H12NO with charge -1 in a non-equilibrium geometry, with wB97M-V/def2-TZVPD.

Summary:
highest occupied orbital energy: -0.09356 Eh
net charge: -1
LUMO: 0.14192 hartree
largest force on an atom: 0.07201 Eh/bohr
DFT total energy: -9951.4805 eV
SMILES: C=CC[C@H](C[O-])NC
Kohn-Sham gap: 6.41 eV
spin multiplicity: 1

Geometry as XYZ:
```
20
Properties=species:S:1:pos:R:3:nbo_charge:R:1
C -1.048 -2.586 -1.674 -0.486
C -0.570 -1.314 -1.385 -0.107
C -0.910 -0.459 -0.253 -0.524
C 0.254 0.220 0.507 -0.116
C 0.076 -0.197 2.117 0.060
O 0.120 0.915 2.730 -0.913
N 0.091 1.674 0.332 -0.662
C 1.166 2.130 -0.639 -0.424
H -0.658 -3.100 -2.562 0.181
H -1.663 -3.136 -0.975 0.191
H 0.138 -0.716 -2.047 0.184
H -1.494 0.409 -0.547 0.243
H -1.442 -0.878 0.585 0.211
H 1.315 -0.204 0.448 0.167
H -0.822 -0.798 2.332 0.065
H 0.992 -0.924 2.380 0.013
H 0.324 2.132 1.253 0.401
H 1.002 3.209 -0.701 0.176
H 0.923 1.687 -1.658 0.172
H 2.203 1.937 -0.243 0.167
```